{
  "formula": "C4H6N2O",
  "method": "the ωB97M-V functional and the def2-TZVPD basis",
  "spin_multiplicity": 1,
  "e_homo_ev": -9.99,
  "largest_force_ha_per_bohr": 0.092,
  "e_above_lowest_kcal_mol": 105.9,
  "gap_ev": 10.699,
  "smiles": "C=NN1C[C@H]1C=O",
  "charge": 0,
  "elements": ["O", "C", "H", "C", "C", "H", "H", "H", "N", "H", "N", "C", "H"],
  "positions_angstrom": [[2.87158, -0.44122, -0.19855], [1.89620, -0.06546, 0.36269], [-2.93657, 0.63655, 0.65966], [-2.72389, -0.35953, 0.11640], [-0.35293, 1.25137, -0.29332], [-1.12700, 1.34841, -1.11608], [-3.68456, -0.89346, -0.32700], [-0.24394, 2.13596, 0.35482], [-1.52185, -0.74866, -0.19913], [1.89526, 0.19831, 1.48205], [-0.52351, 0.05111, 0.52728], [0.67326, 0.08425, -0.28751], [0.48586, -0.47682, -1.15173]],
  "atomic_forces_ev_per_a": [[1.5334, -0.6027, -0.5344], [1.6090, 1.0437, 2.9325], [0.4776, -1.7673, -0.4027], [-0.3392, 0.0691, -1.2801], [0.0579, 0.2820, 1.0859], [1.6145, -0.1343, 0.7621], [2.4355, 0.9510, 0.8474], [0.3737, -0.3286, -0.7137], [-2.3596, 0.2615, 2.1748], [0.0481, -0.2929, -0.9980], [-1.7667, -0.1299, -1.1136], [-4.2225, 1.5039, -1.4396], [0.5383, -0.8556, -1.3206]]
}